# 1
Below is the molecule C18H22N8O3, with properties calculated with wB97M-V/def2-TZVPD.

Last column: Mulliken charge in e.
Positions of all 51 atoms, in Å:
C: -1.43039 1.23600 2.09154  -1.72
C: -1.56374 -0.28117 2.19053  1.46
C: -2.30425 -0.68482 3.47772  -1.08
O: -1.87353 -0.02775 4.64064  -0.61
C: -2.39283 -0.82211 1.01455  -2.01
N: -1.77950 -0.62980 -0.28323  0.11
C: -2.26963 0.24220 -1.19207  -0.05
O: -3.18567 1.01889 -0.98707  -0.70
C: -1.54870 0.20913 -2.51014  0.44
C: -1.93282 1.07128 -3.47774  -0.18
N: -1.25352 1.01372 -4.66823  0.17
C: -1.33368 1.69435 -5.84678  -0.04
N: -0.42958 1.24520 -6.68036  -0.50
N: 0.27438 0.25409 -6.07586  -0.55
C: -0.22156 0.11539 -4.86511  0.39
C: 0.11028 -0.75258 -3.78713  -0.31
N: -0.52770 -0.70204 -2.66127  -0.39
N: -0.24667 -0.92425 2.12314  0.22
C: 0.74470 -0.82041 3.02453  0.85
O: 0.65971 -0.20010 4.07679  -0.75
C: 2.02685 -1.56055 2.65641  -1.23
C: 2.34774 -1.60128 1.20213  0.24
C: 2.40127 -2.63423 0.30517  -0.69
N: 2.73128 -2.17778 -0.94271  -0.65
C: 2.89872 -0.88846 -0.79787  -0.07
N: 2.67944 -0.47602 0.48000  0.37
C: 2.70336 0.86105 1.01428  0.07
C: 2.91431 2.03248 0.11217  -0.90
C: 1.56250 1.79283 0.72344  -0.07
H: -2.41082 1.70267 2.18776  0.44
H: -0.79075 1.62112 2.88338  0.45
H: -1.00972 1.51885 1.12658  0.31
H: -3.35935 -0.42880 3.35019  0.45
H: -2.24036 -1.77642 3.58374  0.37
H: -0.90211 -0.06847 4.66159  0.44
H: -2.58989 -1.88822 1.16381  0.39
H: -3.35048 -0.30362 1.00281  0.66
H: -1.06968 -1.25867 -0.63106  0.34
H: -2.73386 1.78447 -3.35685  0.52
H: -2.04519 2.47949 -6.03660  0.43
H: 0.90964 -1.47562 -3.89256  0.56
H: 0.00036 -1.40279 1.27036  0.19
H: 2.82649 -1.11149 3.24682  0.40
H: 1.91532 -2.58652 3.01300  0.40
H: 2.21934 -3.67824 0.50409  0.42
H: 3.17856 -0.20271 -1.57911  0.32
H: 3.14402 0.90191 2.00207  0.36
H: 3.51868 2.84392 0.49444  0.27
H: 3.03441 1.86904 -0.94936  0.19
H: 0.77687 1.41387 0.08089  0.00
H: 1.21773 2.44302 1.51653  0.26

Summary:
- LUMO level: -0.44 eV
- Structure (SMILES): C[C@@](CO)(CNC(=O)c1cn2cnnc2cn1)NC(=O)Cc1cncn1C1CC1
- Kohn-Sham gap: 8.69 eV
- Calculated total energy: -37086.2842 eV
- Largest force on an atom: 0.5 eV/Å

=====

# 2
Below is a structure of composition C4H6BiLiO7 in a non-equilibrium geometry, with properties calculated with wB97M-V/def2-TZVPD.

Last column: Mulliken charge in e.
Positions of all 19 atoms, in Å:
O: -1.37224 4.36765 -0.92910  -0.85
C: -1.03388 3.18860 -1.20206  0.89
O: -1.41587 2.58729 -2.23574  -0.84
O: -0.35576 2.53053 -0.24691  -0.25
O: 0.81835 -0.74150 0.73590  -0.58
C: 0.60623 0.64813 0.82230  -0.53
C: -0.15023 1.13135 -0.40416  -0.41
Li: -2.18285 4.34278 -2.71136  0.88
H: 1.58651 1.14479 0.87034  0.30
H: 0.03188 0.88855 1.73161  0.35
H: -1.11755 0.61483 -0.48565  0.31
H: 0.43458 0.93293 -1.31338  0.29
C: 0.27788 -3.31680 0.59245  0.85
O: 1.39515 -3.34257 1.19532  -0.66
O: 0.01013 -4.31576 -0.28581  -0.44
H: 0.70602 -4.97894 -0.21387  0.34
Bi: 2.55206 -1.77534 2.04378  0.53
O: -0.72565 -2.63689 0.95749  -0.68
H: -0.06474 -1.26962 1.07883  0.51

Summary:
- LUMO level (spin up / spin down): -0.73 / -0.74 eV
- Kohn-Sham gap (spin up / spin down): 6.28 / 6.27 eV
- Calculated total energy: -24623.2268 eV
- Largest force on an atom: 4.0 eV/Å

=====

# 3
Below is the molecule C18H26N2O7, with properties calculated with wB97M-V/def2-TZVPD.

Last column: Mulliken charge in e.
Positions of all 53 atoms, in Å:
C: 2.47648 3.88684 0.87228  -0.94
C: 3.06287 2.77936 1.73682  -0.36
H: 4.15366 2.74912 1.63895  0.33
H: 2.78442 2.91055 2.78450  0.36
O: 2.52275 1.51463 1.36971  -0.28
C: 3.07374 0.89315 0.31761  0.02
O: 4.06433 1.31139 -0.24642  -0.70
C: 2.33622 -0.33060 -0.02263  -0.89
C: 2.84746 -1.30759 -0.80407  1.16
N: 2.12277 -2.44860 -1.04174  0.02
C: 0.90104 -2.72264 -0.47348  1.18
C: 0.30514 -1.80016 0.31073  -0.91
C: -1.03554 -1.97670 0.87835  0.00
O: -1.67188 -3.00589 0.93023  -0.72
O: -1.50490 -0.80474 1.34549  -0.02
C: -2.84345 -0.79607 1.83235  -0.23
C: -2.94454 -1.37669 3.23589  -1.37
H: -2.27996 -0.84322 3.91179  0.30
H: -3.96614 -1.28523 3.59411  0.42
H: -2.66784 -2.42756 3.22140  0.32
H: -3.47314 -1.35963 1.13627  0.41
H: -3.13022 0.25761 1.82248  0.22
C: 0.92565 -0.43609 0.53025  1.75
C: 0.06456 0.61405 -0.16988  0.25
O: -0.16755 1.72298 0.23609  -0.70
O: -0.36186 0.15131 -1.34674  -0.29
C: -1.26147 0.97805 -2.07754  -0.69
H: -1.26954 0.56474 -3.08854  0.36
C: -2.67737 0.82697 -1.49602  0.69
O: -3.21812 -0.26281 -1.51748  -0.67
N: -3.27406 1.92534 -0.99376  0.21
C: -2.66382 3.23353 -0.88370  -0.99
H: -2.54900 3.70481 -1.86368  0.32
H: -1.69416 3.16418 -0.38913  0.30
H: -3.31094 3.86256 -0.27655  0.39
C: -4.63189 1.81107 -0.50682  -1.20
H: -4.67932 2.05381 0.55660  0.42
H: -4.96231 0.78529 -0.65704  0.33
H: -5.28651 2.48850 -1.05910  0.39
H: -0.89866 2.00666 -2.08475  0.32
H: 0.92435 -0.17601 1.59423  0.76
C: 0.36612 -4.07432 -0.80689  -1.89
H: -0.65969 -4.16685 -0.46774  0.37
H: 0.96412 -4.84180 -0.31544  0.36
H: 0.41202 -4.23750 -1.88286  0.45
H: 2.54399 -3.16213 -1.61767  0.30
C: 4.19923 -1.31203 -1.43891  -1.84
H: 4.75798 -2.19292 -1.12354  0.40
H: 4.74876 -0.41678 -1.17150  0.38
H: 4.09327 -1.34319 -2.52295  0.38
H: 2.83520 3.78702 -0.14933  0.29
H: 2.77289 4.85731 1.26003  0.43
H: 1.39212 3.80740 0.87374  0.11

Summary:
- LUMO level: 0.61 eV
- Structure (SMILES): CCOC(=O)C1=C(C)NC(C)=C(C(=O)OCC)C1C(=O)OCC(=O)N(C)C
- Kohn-Sham gap: 8.65 eV
- Calculated total energy: -36401.7647 eV
- Largest force on an atom: 0.6 eV/Å

=====

# 4
Below is a structure of composition C38H36As2N2O9PRbS4Se2 in a non-equilibrium geometry, with properties calculated with wB97M-V/def2-TZVPD.

Last column: Mulliken charge in e.
Positions of all 95 atoms, in Å:
Rb: 1.03785 0.35450 -0.96343  0.69
N: 1.25957 -2.68822 -2.00159  -0.27
C: 2.36204 -3.00164 -2.73265  0.24
C: 2.68299 -2.51492 -3.97427  -0.60
C: 3.70619 -3.16371 -4.78214  -0.63
C: 4.55799 -4.10796 -4.24562  -0.95
C: 4.38562 -4.49167 -2.90045  0.80
C: 5.26468 -5.29977 -2.23148  -0.36
C: 5.17805 -5.48683 -0.86464  -0.57
C: 4.13906 -4.85634 -0.23539  -0.38
N: 3.19505 -4.17380 -0.82993  -0.46
C: 3.30134 -3.97707 -2.15143  0.69
H: 0.49174 -2.65825 -2.60608  0.18
H: 1.11572 -3.13662 -1.14228  0.22
H: 2.11404 -1.62384 -4.34558  0.35
H: 3.79520 -2.92690 -5.80939  0.41
H: 5.33288 -4.52819 -4.86281  0.36
H: 5.99295 -5.91864 -2.77810  0.32
H: 5.85095 -6.14555 -0.34506  0.40
H: 4.16173 -4.73767 0.89477  0.31
O: 0.67516 2.84250 5.82735  -0.69
C: 0.18478 2.24252 4.86201  0.55
S: -1.00937 2.96074 3.73837  -0.23
C: -0.95238 1.59938 2.58670  -0.09
C: -0.15911 0.48888 2.96222  0.15
S: 0.40346 -0.89600 2.06357  -0.30
S: 0.63685 0.61725 4.48246  -0.20
S: -1.27427 2.08791 0.83197  0.02
Se: 4.06977 2.14814 -1.14770  -0.65
P: 4.35698 1.52954 0.92414  0.51
Se: 3.17337 -0.22360 1.71696  -0.44
C: 4.03839 3.00089 1.88097  0.33
C: 2.93971 3.17142 2.70219  0.59
C: 2.71143 4.41331 3.32651  -0.22
C: 3.66729 5.41358 3.23465  -0.51
C: 4.82465 5.24662 2.41502  -0.66
C: 4.99841 4.07594 1.70220  -0.73
C: 6.08554 1.04507 1.16500  0.49
C: 7.00035 1.16934 0.16850  -0.25
C: 8.26238 0.56708 0.25572  -0.61
C: 8.56800 -0.22928 1.30489  -0.34
C: 7.65742 -0.33950 2.35670  -0.66
C: 6.40861 0.27537 2.28425  -0.61
H: 2.26263 2.34590 2.91764  -0.08
H: 1.74276 4.61833 3.91369  0.12
H: 3.42312 6.40037 3.66535  0.29
H: 5.59093 5.96931 2.44737  0.40
H: 5.76362 3.95102 0.98545  0.42
H: 6.58097 1.67357 -0.70146  0.20
H: 8.98786 0.83201 -0.50781  0.32
H: 9.53722 -0.71986 1.34721  0.36
H: 7.86013 -1.05221 3.13875  0.34
H: 5.64764 0.17858 3.06332  0.37
C: -6.12189 -4.77465 -1.50557  -0.68
O: -6.18126 -3.27013 -1.58798  -0.35
C: -5.24181 -2.70443 -0.84528  -0.03
O: -4.29241 -3.38082 -0.40403  -0.68
C: -5.04488 -1.21100 -0.70534  0.43
C: -5.93708 -0.18227 -0.82269  0.47
As: -5.06004 1.34162 -1.82164  0.24
C: -4.92110 0.40674 -3.52827  -1.16
C: -3.25622 1.11068 -0.89280  1.52
C: -2.98834 1.93867 0.30582  -0.84
As: -3.33783 -0.70584 0.04279  0.84
C: -4.02279 -0.54422 1.92931  -1.09
C: -4.07296 2.70800 0.93034  0.38
O: -5.25730 2.65599 0.58018  -0.74
O: -3.68983 3.59247 1.90398  -0.13
C: -4.71834 4.27368 2.69930  -0.80
C: -2.19004 1.07337 -2.01110  -0.25
O: -1.51134 0.10843 -2.31569  -0.77
O: -2.12738 2.24376 -2.64552  -0.42
C: -1.21528 2.31098 -3.90833  -0.58
C: -7.35033 0.12548 -0.27702  0.09
O: -8.15545 0.80193 -0.88749  -0.58
O: -7.53948 -0.38391 0.98965  -0.19
C: -8.88908 -0.92660 1.19122  -0.76
H: -6.65480 -5.13706 -2.40947  0.22
H: -6.65638 -5.05851 -0.62157  0.28
H: -5.04892 -5.05052 -1.47633  0.35
H: -4.55025 1.17697 -4.25936  0.28
H: -5.89667 0.11738 -3.94802  0.40
H: -4.26509 -0.44731 -3.47736  0.33
H: -4.85937 0.22097 1.99914  0.16
H: -3.28087 -0.28637 2.65129  0.37
H: -4.59488 -1.47449 2.12433  0.41
H: -4.19772 4.98064 3.34042  0.17
H: -5.25662 3.47049 3.24038  0.30
H: -5.37563 4.77394 2.01146  0.30
H: -0.88125 3.34806 -3.81506  0.24
H: -1.83571 2.08433 -4.79633  0.24
H: -0.41641 1.55598 -3.75713  0.26
H: -9.38382 -0.96489 0.22150  0.33
H: -9.50565 -0.33365 1.87000  0.26
H: -8.80745 -1.90491 1.68168  0.24

Summary:
- LUMO level: 3.21 eV
- Kohn-Sham gap: 4.17 eV
- Charge: -2
- Calculated total energy: -367051.5088 eV
- Largest force on an atom: 3.9 eV/Å

=====

Number 3 is which compound? C18H26N2O7

=====

What is the formula in the third record? C18H26N2O7

=====

What is the calculated total energy in the third record? -36401.7647 eV

=====

Please write out number 2 again, unchanged.
Below is a structure of composition C4H6BiLiO7 in a non-equilibrium geometry, with properties calculated with wB97M-V/def2-TZVPD.

Last column: Mulliken charge in e.
Positions of all 19 atoms, in Å:
O: -1.37224 4.36765 -0.92910  -0.85
C: -1.03388 3.18860 -1.20206  0.89
O: -1.41587 2.58729 -2.23574  -0.84
O: -0.35576 2.53053 -0.24691  -0.25
O: 0.81835 -0.74150 0.73590  -0.58
C: 0.60623 0.64813 0.82230  -0.53
C: -0.15023 1.13135 -0.40416  -0.41
Li: -2.18285 4.34278 -2.71136  0.88
H: 1.58651 1.14479 0.87034  0.30
H: 0.03188 0.88855 1.73161  0.35
H: -1.11755 0.61483 -0.48565  0.31
H: 0.43458 0.93293 -1.31338  0.29
C: 0.27788 -3.31680 0.59245  0.85
O: 1.39515 -3.34257 1.19532  -0.66
O: 0.01013 -4.31576 -0.28581  -0.44
H: 0.70602 -4.97894 -0.21387  0.34
Bi: 2.55206 -1.77534 2.04378  0.53
O: -0.72565 -2.63689 0.95749  -0.68
H: -0.06474 -1.26962 1.07883  0.51

Summary:
- LUMO level (spin up / spin down): -0.73 / -0.74 eV
- Kohn-Sham gap (spin up / spin down): 6.28 / 6.27 eV
- Calculated total energy: -24623.2268 eV
- Largest force on an atom: 4.0 eV/Å